Record 1
Molecular formula: C3H5N3O
Method: DFT, wB97M-V/def2-TZVPD

Calculated values
Frontier orbital gap in eV: 8.82
Lowest unoccupied orbital energy in eV: 0.8
ΔE to the lowest compared entry with this formula, charge and spin in kcal/mol: 77.3
E_HOMO in eV: -8.04

Last column: natural (NBO) charge in e.
Geometry (Å):
H -1.032 1.488 -1.111  0.362
N -0.633 1.098 -0.263  -0.822
C -0.525 -0.214 -0.228  0.432
N -1.196 -1.106 -1.021  -0.794
C 0.477 -0.643 0.697  -0.357
N 0.901 0.426 1.601  -0.600
C 1.294 0.980 0.454  0.890
O 2.112 1.535 -0.183  -0.497
H -1.527 -0.772 -1.915  0.389
H -0.849 -2.054 -1.044  0.392
H 0.808 -1.656 0.899  0.216
H 0.171 0.918 2.113  0.389

Record 2
Molecular formula: C3H5N3O
Method: DFT, wB97M-V/def2-TZVPD

Calculated values
Frontier orbital gap in eV: 9.87
Lowest unoccupied orbital energy in eV: 0.6
ΔE to the lowest compared entry with this formula, charge and spin in kcal/mol: 86.2
E_HOMO in eV: -9.23

Last column: natural (NBO) charge in e.
Geometry (Å):
C 1.640 -1.105 0.138  -0.440
N 0.328 -0.495 -0.090  -0.396
C -0.837 -1.225 -0.081  0.172
N -1.795 -0.316 -0.027  -0.251
N -1.086 0.900 0.289  -0.407
C 0.205 0.699 -0.138  0.695
O 1.079 1.649 -0.075  -0.685
H 1.277 -2.129 -0.234  0.212
H 2.148 -0.590 -0.709  0.239
H 2.139 -0.747 1.155  0.255
H -0.820 -2.242 -0.051  0.207
H -1.557 1.682 -0.277  0.398

Record 3
Molecular formula: C3H5N3O
Method: DFT, wB97M-V/def2-TZVPD

Calculated values
Frontier orbital gap in eV: 10.86
Lowest unoccupied orbital energy in eV: 0.8
ΔE to the lowest compared entry with this formula, charge and spin in kcal/mol: 34.1
E_HOMO in eV: -10.07

Last column: natural (NBO) charge in e.
Geometry (Å):
O -2.128 1.070 0.205  -0.702
C -1.722 -0.266 -0.010  -0.098
C -0.184 -0.337 -0.039  0.279
N 0.611 -1.161 0.705  -0.474
C 1.858 -0.646 0.502  0.166
N 1.750 0.393 -0.331  -0.338
N 0.480 0.606 -0.699  -0.318
H -1.707 1.593 -0.489  0.474
H -2.172 -0.661 -0.936  0.177
H -2.154 -0.840 0.820  0.205
H 2.899 -0.802 0.862  0.214
H 2.470 1.053 -0.591  0.414

Record 4
Molecular formula: C3H5N3O
Method: DFT, wB97M-V/def2-TZVPD

Calculated values
Frontier orbital gap in eV: 9.08
Lowest unoccupied orbital energy in eV: 0.6
ΔE to the lowest compared entry with this formula, charge and spin in kcal/mol: 138.4
E_HOMO in eV: -8.44

Last column: natural (NBO) charge in e.
Geometry (Å):
C -2.187 0.147 -0.510  0.071
C 0.542 -0.786 0.392  0.673
C -1.595 -0.552 0.585  -0.199
N -1.912 0.838 0.514  -0.329
N 2.203 0.802 -0.380  -0.654
N 0.903 0.417 -0.005  -0.506
O 1.201 -1.766 0.358  -0.595
H -2.767 -0.035 -1.393  0.228
H -2.118 -1.304 1.294  0.203
H 2.334 0.869 -1.312  0.350
H 2.928 0.187 -0.036  0.359
H 0.468 1.183 0.493  0.398

Record 5
Molecular formula: C3H5N3O
Method: DFT, wB97M-V/def2-TZVPD

Calculated values
Frontier orbital gap in eV: 10.25
Lowest unoccupied orbital energy in eV: 0.4
ΔE to the lowest compared entry with this formula, charge and spin in kcal/mol: 32.0
E_HOMO in eV: -9.82

Last column: natural (NBO) charge in e.
Geometry (Å):
N -1.917 -0.572 0.683  -0.812
C -0.723 0.166 0.592  0.184
N -0.582 1.102 -0.518  -0.343
C 0.617 0.924 -0.927  -0.022
C 1.259 -0.151 -0.166  0.475
O 2.504 -0.566 -0.408  -0.646
N 0.467 -0.632 0.718  -0.478
H -1.819 -1.423 0.135  0.360
H -2.729 -0.137 0.245  0.375
H -0.764 0.966 1.367  0.199
H 1.069 1.500 -1.722  0.208
H 2.671 -1.314 0.190  0.500

Record 6
Molecular formula: C3H5N3O
Method: DFT, wB97M-V/def2-TZVPD

Calculated values
Frontier orbital gap in eV: 9.86
Lowest unoccupied orbital energy in eV: 0.3
ΔE to the lowest compared entry with this formula, charge and spin in kcal/mol: 79.0
E_HOMO in eV: -9.53

Last column: natural (NBO) charge in e.
Geometry (Å):
C -0.298 1.499 0.893  -0.669
C -0.403 0.309 -0.015  0.294
N -1.534 -0.007 -0.656  -0.283
N -1.273 -1.111 -1.423  -0.275
C -0.044 -1.546 -1.154  0.099
N 0.519 -0.686 -0.261  -0.074
O 1.806 -0.604 0.014  -0.505
H -0.290 1.412 1.930  0.228
H 0.530 2.097 0.512  0.230
H -1.282 2.016 0.636  0.259
H 0.314 -2.528 -1.437  0.219
H 1.955 -0.850 0.960  0.478

Record 7
Molecular formula: C3H5N3O
Method: DFT, wB97M-V/def2-TZVPD

Calculated values
Frontier orbital gap in eV: 10.74
Lowest unoccupied orbital energy in eV: 0.8
ΔE to the lowest compared entry with this formula, charge and spin in kcal/mol: 60.2
E_HOMO in eV: -9.89

Last column: natural (NBO) charge in e.
Geometry (Å):
O 2.590 0.577 0.119  -0.697
C 1.532 -0.230 -0.353  -0.137
C 0.149 -0.011 0.130  0.257
N -0.714 1.027 0.284  -0.452
C -1.879 0.425 0.172  0.179
N -1.728 -0.898 -0.026  -0.351
N -0.439 -1.200 0.053  -0.310
H 2.809 0.395 1.038  0.471
H 1.273 -1.386 -0.311  0.230
H 1.570 -0.120 -1.435  0.192
H -2.849 0.889 0.180  0.203
H -2.393 -1.648 0.043  0.414

Record 8
Molecular formula: C3H5N3O
Method: DFT, wB97M-V/def2-TZVPD

Calculated values
Frontier orbital gap in eV: 10.88
Lowest unoccupied orbital energy in eV: 0.8
ΔE to the lowest compared entry with this formula, charge and spin in kcal/mol: 116.4
E_HOMO in eV: -10.10

Last column: natural (NBO) charge in e.
Geometry (Å):
C 1.433 -0.205 -0.079  0.789
C -0.697 -0.294 0.750  -0.311
C -0.591 -0.431 -0.797  -0.318
N 0.564 1.433 -0.010  -0.334
N 0.560 0.414 1.017  -0.317
N 0.650 0.465 -1.076  -0.303
O 2.410 -0.844 -0.096  -0.463
H -1.548 0.271 1.280  0.218
H -0.786 -1.294 1.353  0.229
H -0.205 -1.468 -1.081  0.226
H -1.543 -0.063 -1.243  0.229
H -0.247 2.014 -0.018  0.355

Record 9
Molecular formula: C3H5N3O
Method: DFT, wB97M-V/def2-TZVPD

Calculated values
Frontier orbital gap in eV: 9.95
Lowest unoccupied orbital energy in eV: 0.7
ΔE to the lowest compared entry with this formula, charge and spin in kcal/mol: 165.7
E_HOMO in eV: -9.20

Last column: natural (NBO) charge in e.
Geometry (Å):
C -1.840 -0.590 -0.102  -0.464
C 0.426 0.380 0.059  0.213
C 1.717 0.958 0.001  -0.032
H -2.980 -0.532 -0.709  0.225
H -2.001 -0.432 0.986  0.192
H -1.071 -1.664 -0.510  0.291
H -1.185 1.342 0.569  0.373
H 2.203 1.998 0.022  0.225
N -0.856 0.745 -0.254  -0.608
N 2.119 -1.134 -0.141  0.111
N 0.756 -1.035 0.238  -0.324
O 2.713 -0.038 -0.159  -0.200

Record 10
Molecular formula: C3H5N3O
Method: DFT, wB97M-V/def2-TZVPD

Calculated values
Frontier orbital gap in eV: 10.09
Lowest unoccupied orbital energy in eV: 0.8
ΔE to the lowest compared entry with this formula, charge and spin in kcal/mol: 82.1
E_HOMO in eV: -9.31

Last column: natural (NBO) charge in e.
Geometry (Å):
N 0.851 -1.284 0.917  -0.860
C -0.046 -0.344 0.363  -0.067
C -1.224 -0.416 0.979  0.112
O -2.083 0.504 0.519  -0.286
N -1.406 1.230 -0.490  -0.186
C -0.189 0.733 -0.569  0.299
N 0.773 1.282 -1.406  -0.802
H 1.067 -2.111 0.395  0.380
H 1.567 -0.941 1.529  0.383
H -0.990 -1.240 1.713  0.256
H 1.283 0.588 -1.936  0.382
H 0.397 1.999 -2.013  0.389